No. 1
Density functional theory data (the ωB97M-V functional and the def2-TZVPD basis) for a 10-piece molecular cluster, C35H75NO25 overall.

```
136
Properties=species:S:1:pos:R:3
N 19.946 -21.225 5.172
H 19.817 -20.506 5.869
H 19.084 -21.424 4.684
H 20.280 -22.080 5.594
H 20.678 -20.879 4.569
C 20.393 -19.206 8.928
C 19.613 -18.358 7.892
C 20.409 -17.118 7.518
O 19.164 -19.093 6.825
H 20.606 -18.663 9.849
H 21.405 -19.551 8.717
H 19.826 -20.112 9.146
H 18.715 -17.999 8.393
H 20.418 -16.486 8.406
H 19.994 -16.607 6.649
H 21.381 -17.500 7.207
C 12.226 -13.013 7.482
C 12.763 -14.272 6.831
O 14.116 -14.293 7.098
C 14.864 -15.263 6.691
O 14.433 -16.306 6.153
O 16.185 -14.966 6.778
C 17.148 -15.959 6.636
H 11.138 -12.983 7.428
H 12.558 -12.144 6.914
H 12.495 -12.912 8.534
H 12.440 -14.225 5.791
H 12.251 -15.084 7.347
H 17.358 -16.463 7.579
H 18.096 -15.575 6.259
H 16.766 -16.661 5.896
C 21.254 -13.805 9.994
C 21.794 -14.608 11.186
O 20.952 -15.795 11.242
C 19.893 -15.939 12.071
O 19.439 -15.041 12.739
O 19.294 -17.073 11.814
C 18.020 -17.375 12.289
H 20.261 -13.404 10.194
H 21.107 -14.425 9.110
H 21.912 -12.958 9.797
H 21.837 -13.978 12.074
H 22.807 -14.918 10.933
H 17.820 -18.446 12.238
H 17.287 -16.912 11.629
H 17.799 -17.170 13.336
C 15.028 -23.466 0.961
C 16.174 -22.590 1.443
O 15.621 -21.793 2.471
C 16.424 -21.136 3.325
O 17.666 -21.014 3.345
O 15.571 -20.722 4.331
C 15.958 -19.739 5.283
H 14.834 -24.202 1.741
H 15.339 -24.009 0.069
H 14.094 -22.909 0.879
H 16.889 -22.146 0.751
H 16.771 -23.272 2.049
H 16.766 -20.214 5.841
H 15.208 -19.452 6.020
H 16.257 -18.794 4.830
C 20.177 -26.122 8.096
C 20.824 -26.097 9.480
O 20.789 -24.765 9.968
C 21.684 -23.885 9.517
O 22.503 -24.094 8.634
O 21.542 -22.682 10.154
C 22.588 -21.773 10.131
H 19.904 -27.147 7.844
H 20.917 -25.817 7.356
H 19.292 -25.510 7.922
H 21.837 -26.501 9.466
H 20.232 -26.731 10.140
H 22.304 -20.928 10.759
H 22.842 -21.400 9.139
H 23.492 -22.189 10.576
C 15.705 -19.293 9.884
C 15.388 -18.119 8.964
O 15.582 -16.842 9.545
C 14.825 -16.417 10.591
O 14.102 -17.117 11.245
O 14.932 -15.072 10.813
C 15.754 -14.184 10.051
H 15.477 -19.119 10.935
H 16.781 -19.465 9.876
H 15.243 -20.218 9.538
H 14.437 -18.200 8.437
H 16.136 -18.146 8.172
H 16.213 -14.720 9.220
H 16.634 -13.882 10.620
H 15.152 -13.322 9.765
C 22.199 -14.481 5.179
C 22.797 -14.072 6.513
O 23.284 -15.217 7.229
C 24.276 -15.045 8.106
O 24.598 -13.998 8.607
O 24.638 -16.240 8.426
C 25.533 -16.425 9.522
H 22.990 -14.957 4.600
H 21.842 -13.623 4.609
H 21.378 -15.187 5.302
H 22.074 -13.521 7.114
H 23.601 -13.348 6.384
H 25.085 -16.244 10.499
H 26.369 -15.731 9.434
H 25.888 -17.452 9.599
C 15.259 -13.646 3.609
C 16.578 -13.255 2.949
O 17.580 -14.043 3.595
C 17.860 -15.261 3.169
O 17.211 -15.865 2.335
O 19.020 -15.712 3.745
C 19.511 -17.015 3.584
H 15.047 -13.003 4.464
H 15.221 -14.690 3.921
H 14.453 -13.597 2.877
H 16.889 -12.232 3.163
H 16.416 -13.411 1.882
H 19.833 -17.411 4.546
H 20.343 -16.910 2.888
H 18.747 -17.602 3.074
C 23.920 -18.507 6.140
C 23.438 -17.980 4.804
O 23.880 -18.736 3.723
C 23.118 -19.712 3.210
O 21.996 -19.982 3.651
O 23.796 -20.269 2.286
C 23.150 -21.212 1.432
H 23.630 -17.896 6.995
H 25.008 -18.493 6.071
H 23.449 -19.442 6.443
H 23.844 -16.989 4.600
H 22.380 -17.730 4.726
H 23.887 -21.627 0.745
H 22.246 -20.809 0.976
H 22.911 -21.947 2.200
```

The total energy comes out at -90186.0797 eV. The calculation puts the molar mass at 909.97 g mol⁻¹. The calculation puts the HOMO energy at -0.24704 Eh. The value obtained for the gap between HOMO and LUMO is 6.775 eV. Its total charge is 0.

No. 2
Density functional theory data (the ωB97M-V functional and the def2-TZVPD basis) for a 4-piece molecular cluster, C35H76BF2N3O9PS2 overall.

```
129
Properties=species:S:1:pos:R:3
C 0.183 -0.930 2.313
C 0.476 -0.308 0.814
O 1.241 -0.980 -0.089
O -0.139 0.977 0.443
C 0.855 2.060 0.345
C 0.408 3.419 1.212
C -1.139 3.883 0.786
C -2.236 3.626 2.001
C -3.147 4.937 2.373
C -4.744 4.798 2.037
C -5.439 3.389 2.500
C -4.890 2.626 3.870
C -4.635 3.635 5.137
O -5.561 4.320 5.812
F -3.200 3.778 5.587
O -6.772 3.875 2.991
B -7.726 4.057 1.869
S -8.506 5.741 1.565
O -7.531 6.934 1.708
O -9.606 5.915 2.683
F -9.340 5.884 0.064
O -7.008 3.378 0.735
C -6.054 2.377 1.318
C -6.881 1.027 1.859
C -8.129 0.596 0.890
C -8.651 -0.947 1.058
C -9.451 -1.376 -0.347
C -7.474 -2.070 1.258
P -4.899 1.892 -0.142
O -3.948 3.285 -0.701
O -5.795 1.373 -1.586
S -3.739 0.341 0.293
H 0.964 -1.804 2.484
H -0.887 -1.448 2.359
H 0.311 -0.142 3.189
H 1.931 1.668 0.654
H 0.936 2.380 -0.799
H 0.526 3.208 2.357
H 1.127 4.276 0.811
H -1.151 5.023 0.442
H -1.394 3.214 -0.170
H -2.840 2.643 1.791
H -1.576 3.396 2.969
H -2.742 5.832 1.695
H -3.034 5.314 3.484
H -5.289 5.657 2.662
H -4.949 5.088 0.898
H -5.679 1.814 4.250
H -3.892 2.012 3.670
H -8.666 3.431 2.270
H -7.346 1.262 2.933
H -6.060 0.208 2.016
H -7.960 0.795 -0.252
H -9.047 1.292 1.204
H -9.497 -0.984 1.898
H -10.615 -1.342 -0.238
H -9.119 -0.743 -1.274
H -9.149 -2.502 -0.600
H -7.218 -2.109 2.420
H -7.811 -3.179 0.984
H -6.469 -1.772 0.712
H -3.499 2.912 -1.533
H -5.816 0.358 -1.488
C 3.898 3.893 2.846
C 5.172 4.719 2.689
N 5.212 5.542 1.478
C 6.531 6.125 1.216
C 7.071 7.136 2.223
C 4.082 6.455 1.280
C 3.815 7.496 2.363
H 3.738 3.244 1.979
H 3.977 3.256 3.733
H 3.014 4.524 2.979
H 6.008 4.009 2.660
H 5.306 5.324 3.592
H 6.536 6.585 0.220
H 7.255 5.302 1.145
H 6.587 8.108 2.117
H 8.141 7.295 2.046
H 6.962 6.799 3.258
H 3.173 5.856 1.154
H 4.195 6.972 0.318
H 3.900 7.086 3.374
H 2.797 7.884 2.257
H 4.490 8.350 2.276
C 0.692 -3.302 -2.220
C 1.524 -4.367 -1.513
N 0.881 -5.680 -1.432
C 1.575 -6.612 -0.538
C 2.984 -7.049 -0.927
C 0.432 -6.259 -2.702
C 1.481 -6.486 -3.786
H -0.285 -3.180 -1.740
H 1.210 -2.337 -2.176
H 0.536 -3.537 -3.277
H 1.709 -4.002 -0.495
H 2.501 -4.427 -2.006
H 0.956 -7.507 -0.393
H 1.628 -6.149 0.456
H 2.970 -7.785 -1.733
H 3.469 -7.530 -0.069
H 3.617 -6.209 -1.227
H -0.351 -5.614 -3.117
H -0.083 -7.209 -2.507
H 2.174 -5.646 -3.886
H 0.986 -6.615 -4.755
H 2.058 -7.394 -3.603
C 5.398 -8.211 -3.664
C 6.672 -7.386 -3.821
N 6.712 -6.562 -5.031
C 8.031 -5.980 -5.293
C 8.571 -4.969 -4.286
C 5.582 -5.649 -5.230
C 5.315 -4.609 -4.146
H 5.238 -8.861 -4.531
H 5.477 -8.848 -2.776
H 4.514 -7.580 -3.531
H 7.508 -8.095 -3.850
H 6.806 -6.780 -2.918
H 8.036 -5.520 -6.290
H 8.755 -6.802 -5.365
H 8.087 -3.996 -4.393
H 9.641 -4.809 -4.464
H 8.462 -5.305 -3.252
H 4.673 -6.248 -5.356
H 5.695 -5.133 -6.192
H 5.400 -5.019 -3.136
H 4.297 -4.220 -4.253
H 5.990 -3.755 -4.234
```

The total energy comes out at -97489.6264 eV. The calculation puts the molar mass at 826.92 g mol⁻¹. The calculation puts the HOMO energy at -0.23206 Eh. The value obtained for the gap between HOMO and LUMO is 8.222 eV. Its total charge is -1.